Density functional theory data (wB97M-V/def2-TZVPD) for a molecular structure, C13H17ClN6O8STi at a distorted geometry.

```
47
Properties=species:S:1:pos:R:3
Ti 0.442 -0.589 0.721
Cl 1.192 -1.755 2.737
S 1.280 2.570 1.155
O -2.073 1.522 2.257
O -0.053 0.731 -3.106
O 1.048 1.143 1.617
O 0.069 0.494 -0.892
O -1.366 -1.304 0.933
O -2.888 -2.812 0.331
O 2.321 2.633 0.160
O 0.035 3.243 0.852
N 0.401 -2.296 -1.008
N 1.664 -3.528 -2.403
N 2.492 -1.031 0.063
N -2.664 0.690 -0.546
N 5.124 -1.604 -0.615
N 0.354 -3.838 -2.515
C -0.391 -3.106 -1.672
C -3.299 1.723 1.618
C -2.459 -1.664 0.364
C -0.549 0.675 -1.986
C -2.071 0.877 -1.849
C 4.813 -0.754 0.354
C 1.905 3.307 2.641
C 3.497 -0.458 0.703
C -3.291 -0.574 -0.330
C 2.799 -1.907 -0.890
C 4.110 -2.192 -1.240
C 1.632 -2.594 -1.481
C -3.249 1.834 0.099
H 1.720 4.377 2.572
H -1.370 2.041 1.837
H 4.315 -2.907 -2.025
H 0.051 -4.543 -3.162
H -4.203 -0.473 0.269
H -2.273 1.880 -2.237
H 3.252 0.231 1.498
H -1.458 -3.200 -1.545
H -3.926 0.878 1.917
H -2.665 2.712 -0.186
H -3.810 2.636 1.970
H 5.617 -0.268 0.891
H -2.522 0.189 -2.578
H 2.971 3.114 2.717
H -3.615 -1.019 -1.283
H -4.296 2.025 -0.224
H 1.385 2.890 3.498
```

Properties
charge	-1
<S²>	0.752
HOMO-LUMO gap (alpha / beta)	6.8 / 7.3	eV
energy relative to the best compared isomer or geometry (same formula, charge and spin)	22.0	kcal per mole
multiplicity	2
HOMO level (alpha / beta)	-4.81 / -5.31	eV

=====

Density functional theory data (wB97M-V/def2-TZVPD) for C13H17F3N2O2S in the gas phase.

```
38
Properties=species:S:1:pos:R:3
S 0.523 0.451 0.859
F 7.142 -0.472 0.789
F 7.020 1.165 -0.600
F 6.660 -0.844 -1.272
O 0.112 1.816 0.686
O 0.226 -0.217 2.091
N -0.021 -0.465 -0.432
N -2.889 -0.330 -0.782
C 4.361 -0.796 0.867
C -2.298 -1.118 0.293
C 2.290 0.352 0.565
C 2.895 1.295 -0.242
C 4.251 1.196 -0.505
C 3.005 -0.689 1.123
C -3.016 1.091 -0.484
C -4.248 -0.708 -1.133
C -4.353 1.264 0.268
C -0.893 -1.580 -0.117
C -5.177 0.036 -0.153
C 6.443 0.008 -0.250
C 4.975 0.150 0.054
H 2.494 -1.391 1.762
H -5.400 -0.595 0.708
H -4.431 -0.361 -2.155
H 4.943 -1.597 1.296
H -6.118 0.309 -0.626
H 4.747 1.924 -1.128
H -4.838 2.199 -0.004
H -0.442 0.130 -1.131
H -2.161 1.462 0.080
H -2.206 -0.541 1.220
H -3.057 1.621 -1.441
H -4.376 -1.790 -1.111
H -2.904 -2.004 0.501
H -4.185 1.271 1.344
H -0.947 -2.217 -1.003
H 2.300 2.100 -0.642
H -0.429 -2.126 0.704
```

Properties
structure (SMILES)	O=S(=O)(NCCN1CCCC1)c1ccc(C(F)(F)F)cc1
HOMO-LUMO gap	9.1	eV
energy relative to the best compared isomer or geometry (same formula, charge and spin)	0.0	kcal per mole
HOMO level	-8.80	eV

=====

Density functional theory data (wB97M-V/def2-TZVPD) for a molecular structure, C13H17F5N2OPtTe at a distorted geometry.

```
40
Properties=species:S:1:pos:R:3
Pt 0.123 0.083 0.009
Te 0.420 0.172 3.532
F -0.349 -1.538 3.829
F 2.062 -0.338 4.322
F -0.137 0.613 5.285
F -1.296 0.763 2.951
F 0.998 1.977 3.340
O 1.037 -0.357 1.846
N 1.498 0.749 -1.326
N 1.258 -1.583 -0.489
C 3.509 1.734 -2.975
C 3.210 -2.478 -1.543
C -1.028 1.638 0.132
C 1.821 -3.852 -0.139
C 1.503 2.061 -1.668
C 2.485 2.572 -2.505
C 2.330 -1.418 -1.305
C 3.511 0.400 -2.599
C 2.939 -3.710 -0.975
C 0.998 -2.763 0.126
C -5.486 0.292 0.351
C 2.476 -0.084 -1.787
C -5.493 1.592 -0.456
H 2.436 3.628 -2.772
H 1.578 -4.800 0.334
H -6.396 1.652 -1.072
H -5.489 2.465 0.202
H 0.686 2.635 -1.230
H -1.906 1.375 0.735
H -4.531 0.131 0.858
H -6.272 0.316 1.112
H -1.332 1.981 -0.869
H 4.294 2.127 -3.625
H 4.070 -2.260 -2.164
H -4.629 1.663 -1.122
H 0.150 -2.767 0.817
H -5.681 -0.568 -0.295
H 3.603 -4.554 -1.164
H -0.446 2.427 0.637
H 4.282 -0.307 -2.893
```

Properties
charge	+2
<S²>	6.053
HOMO-LUMO gap (alpha / beta)	6.2 / 2.9	eV
multiplicity	5
HOMO level (alpha / beta)	-15.45 / -15.66	eV

=====

Density functional theory data (wB97M-V/def2-TZVPD) for a molecular structure, C13H17GeN4OPtSSe at a distorted geometry.

```
39
Properties=species:S:1:pos:R:3
Pt 0.172 0.289 -0.174
Se -1.217 2.926 2.542
Ge -1.742 -2.546 -0.527
S 3.586 -0.261 2.751
O -1.996 0.995 -2.151
N -0.504 4.454 1.921
N 1.840 -0.160 0.952
N -0.325 1.908 1.276
N 0.960 2.278 -0.517
C -2.080 -4.097 0.596
C 0.327 2.783 0.523
C 2.103 0.270 2.166
C 0.961 5.026 -0.018
C -3.437 -1.692 -0.978
C -0.648 -3.006 -2.064
C 3.893 -1.111 1.301
C 1.625 4.475 -1.126
C 1.608 3.112 -1.376
C -0.729 -1.353 0.696
C 0.255 4.164 0.846
C 2.863 -0.954 0.447
C -1.247 0.712 -1.374
H -1.148 -4.592 0.872
H -3.467 -0.647 -0.664
H -2.601 -3.778 1.501
H 4.804 -1.674 1.152
H 0.034 -1.915 1.229
H 2.103 2.666 -2.227
H 2.162 5.118 -1.811
H -1.421 -0.931 1.425
H -1.184 -3.722 -2.690
H 1.430 0.903 2.726
H -2.714 -4.807 0.059
H 0.286 -3.467 -1.739
H -4.234 -2.216 -0.449
H 0.961 6.093 0.169
H -0.419 -2.129 -2.675
H -3.644 -1.738 -2.049
H 2.783 -1.380 -0.541
```

Properties
charge	+1
<S²>	2.041
HOMO-LUMO gap (alpha / beta)	6.5 / 6.2	eV
energy relative to the best compared isomer or geometry (same formula, charge and spin)	0.0	kcal per mole
multiplicity	3
HOMO level (alpha / beta)	-9.69 / -12.08	eV